(1)
Below is a 3-piece molecular cluster, C8H10N2O2 overall at a distorted geometry, with properties calculated with wB97M-V/def2-TZVPD.

Each line ends with the Löwdin charge.
Cartesian coordinates (Å):
C 1.1081 -2.4644 -0.8571  -0.14
C -0.1827 -2.2722 -1.1701  -0.10
C 1.6983 -1.6702 0.0725  -0.13
C -0.8008 -1.1822 -0.6066  -0.03
C 1.1168 -0.6111 0.7031  0.00
C -0.2442 -0.3247 0.3512  -0.31
C 1.3275 0.4157 -2.9259  -0.49
C -0.6498 1.5102 1.9069  -0.14
N -1.2523 2.0158 -0.9709  0.12
N -1.0782 0.6248 0.8666  0.01
O 0.5610 0.5425 -3.7378  0.23
O 2.2562 0.2477 -2.3104  0.23
H 1.6058 -3.2837 -1.4983  0.14
H -0.5336 -3.0217 -1.9163  0.13
H 2.7116 -1.9662 0.2188  0.10
H -1.8315 -1.0521 -0.8644  0.11
H 1.7914 -0.2172 1.4189  0.10
H 0.3289 1.9440 1.7363  0.07
H -1.2586 2.2916 1.8668  0.01
H -0.6331 0.9200 2.8979  0.13
H -2.0771 2.3845 -0.5900  -0.04
H -0.4247 2.5523 -0.6667  0.00

Its spin multiplicity is 1. The orbital gap (spin up / spin down) is 8.2 / 8.0 eV. For the strongest force on any atom, the calculation gives 0.0945 hartree/bohr. The energy above the lowest of the compared OMol25 structures with the same formula, charge and spin is 450.6 kJ/mol. The HOMO energy (spin up / spin down) is -8.2 / -9.0 eV. The calculation puts the total energy at -15529.3390 eV.

***

(2)
Below is an isolated ion of composition C26H17F6O5S and charge -1 at a distorted geometry, with properties calculated with wB97M-V/def2-TZVPD.

Each line ends with the Löwdin charge.
Cartesian coordinates (Å):
F 2.8077 2.2755 5.0352  0.13
C 2.8322 2.1251 3.7016  -0.60
F 2.8387 3.3346 3.1102  0.12
F 3.9584 1.4611 3.3440  0.11
S 1.2885 1.0865 3.1846  0.84
C 1.1375 1.1929 1.2725  -0.24
C 1.9712 -0.0085 0.7358  -0.21
C 1.8876 -1.3126 1.2561  -0.03
C 2.7405 -2.3249 0.8010  0.00
C 3.6740 -2.0621 -0.2016  -0.12
C 4.5713 -3.1776 -0.7114  -0.51
F 5.0117 -2.9505 -1.9860  0.11
F 5.6876 -3.3089 0.0789  0.11
F 3.9671 -4.4078 -0.7285  0.11
C 3.7859 -0.7618 -0.6977  0.00
C 2.9616 0.2478 -0.1978  -0.02
O 1.6775 -0.2211 3.6634  -0.32
O 0.0717 1.6882 3.7068  -0.27
H 1.6810 2.1755 1.1668  0.12
H 1.1846 -1.6096 2.0270  0.11
H 2.6619 -3.3304 1.2165  0.12
H 4.4915 -0.5123 -1.4869  0.12
H 3.0821 1.2605 -0.5722  0.13
C -3.6814 1.1698 -4.8754  -0.08
O -2.6754 0.3228 -4.2764  -0.11
C -1.9802 0.7859 -3.2034  -0.28
C -2.0298 2.1093 -2.7105  -0.02
C -1.4559 2.4107 -1.4889  -0.03
C -0.7566 1.4463 -0.7385  -0.15
C -0.2892 1.7336 0.7019  -0.10
C -1.2365 2.6283 1.4317  -0.13
C -0.7307 3.6962 2.2421  -0.36
O 0.4523 4.1122 2.2881  -0.01
C -1.9192 4.3085 2.9050  -0.10
C -3.0807 3.8321 2.2967  -0.09
C -4.3460 4.3366 2.6386  -0.02
C -4.4321 5.3004 3.6584  -0.10
C -3.2463 5.7415 4.3006  -0.10
C -1.9902 5.2584 3.9138  -0.02
C -2.6762 2.7784 1.3250  -0.34
O -3.5688 2.2594 0.6167  0.00
C -0.6433 0.1570 -1.2814  -0.04
C -1.2061 -0.1597 -2.4965  -0.01
H -4.1573 0.5448 -5.6313  0.08
H -4.4293 1.5029 -4.1347  0.10
H -3.2162 2.0510 -5.3469  0.09
H -2.5289 2.8559 -3.3288  0.10
H -1.5115 3.4426 -1.1650  0.12
H -0.3279 0.6277 1.4057  0.18
H -5.2579 3.9921 2.1358  0.11
H -5.3969 5.7282 3.9722  0.09
H -3.3164 6.4852 5.0947  0.09
H -1.0730 5.6168 4.3879  0.11
H -0.1017 -0.6287 -0.7572  0.11
H -1.0913 -1.1465 -2.9467  0.11

Its spin multiplicity is 1. The orbital gap is 6.4 eV. For the strongest force on any atom, the calculation gives 0.1129 hartree/bohr. Its structure (SMILES) is COc1ccc([C@H](C2=C([O-])c3ccccc3C2=O)[C@H](c2ccc(C(F)(F)F)cc2)S(=O)(=O)C(F)(F)F)cc1. The HOMO energy is -3.8 eV. As for the total charge: -1. The calculation puts the total energy at -64613.4532 eV.

***

(3)
Below is C25H27Br28NS2Si as an isolated structure at a distorted geometry, with properties calculated with wB97M-V/def2-TZVPD.

Each line ends with the Löwdin charge.
Cartesian coordinates (Å):
S -0.4379 -0.2584 2.9221  0.77
C 0.1827 -1.0105 1.6452  -1.03
S -0.4814 -2.6055 1.1219  0.85
C -1.7993 -1.9979 -0.0142  -0.44
C -3.1299 -1.8987 0.7693  -0.37
C -4.3601 -2.2390 -0.0919  -0.39
Si -5.8603 -2.0784 1.0299  0.24
Br -7.6830 -2.7724 -0.0766  0.24
N 1.2780 -0.5475 0.8463  -0.11
C 1.0753 0.7676 0.2650  -0.24
C 0.8889 0.8012 -1.0929  -0.19
C 0.6392 2.0175 -1.7432  -0.30
C 0.6090 3.2041 -1.0471  -0.08
C 0.8066 3.1652 0.3329  -0.12
C 1.0240 1.9764 0.9680  -0.04
C 2.5630 -0.7403 1.4971  -0.22
C 3.0455 0.0279 2.5454  -0.03
C 4.2671 -0.2554 3.1308  -0.06
C 5.0310 -1.3228 2.6885  -0.14
C 4.5628 -2.0897 1.6327  -0.20
C 3.3397 -1.8005 1.0525  -0.01
H -1.4764 -1.0071 -0.3286  0.07
H -1.8814 -2.6553 -0.8748  0.08
H -3.1785 -0.9237 1.2536  0.09
H -3.0641 -2.6565 1.5498  0.07
H -4.2703 -3.2612 -0.4603  0.08
H -4.4148 -1.5517 -0.9385  0.08
H -5.9464 -0.6626 1.4322  -0.05
H -5.6109 -2.8761 2.2412  -0.05
H 0.8832 -0.0944 -1.6956  0.07
H 0.4517 2.0468 -2.8241  -0.04
H 0.4265 4.1459 -1.5461  0.11
H 0.7700 4.1075 0.8812  -0.05
H 1.1328 2.0001 2.0379  0.08
H 2.4709 0.8466 2.9402  0.09
H 4.5870 0.3596 3.9609  0.11
H 5.9644 -1.5362 3.1842  0.07
H 5.1225 -2.9565 1.2667  -0.01
H 2.9629 -2.4095 0.2411  0.11
C 4.5241 -0.0688 -2.8971  -1.57
Br 3.7118 -1.6329 -3.6854  0.53
Br 6.0202 0.5627 -3.9412  0.57
Br 3.1767 1.2867 -2.6226  0.78
H 4.9137 -0.3473 -1.9272  -0.03
C -10.9218 -0.2909 -1.6808  -1.64
Br -11.6816 -1.8215 -2.5653  0.56
Br -9.2734 0.2569 -2.5112  0.55
Br -12.1796 1.1617 -1.5624  0.57
H -10.6848 -0.5920 -0.6703  -0.03
C 9.1883 -2.6786 1.3145  -1.60
Br 9.7522 -1.6092 2.8139  0.58
Br 9.6341 -4.5363 1.5549  0.57
Br 7.3092 -2.4362 0.9491  0.73
H 9.7370 -2.3300 0.4512  -0.03
C -0.5851 0.3506 -6.0884  -1.61
Br -1.4617 -1.2875 -6.5981  0.58
Br -1.5454 1.8973 -6.7110  0.58
Br -0.2683 0.4374 -4.1888  0.72
H 0.3814 0.3583 -6.5715  -0.03
C -1.8668 -0.3917 7.1184  -1.66
Br -3.0401 0.7027 6.0554  0.55
Br -2.0273 0.0078 8.9949  0.57
Br -2.1275 -2.2642 6.7609  0.57
H -0.8551 -0.1499 6.8266  -0.03
C 0.1186 6.9337 3.0992  -1.63
Br -0.2846 5.8419 4.6325  0.59
Br -0.2385 5.9972 1.4529  0.67
Br -0.7793 8.6332 3.1715  0.57
H 1.1794 7.1361 3.1215  -0.10
C 2.9144 9.3379 0.8838  -1.62
Br 1.4632 9.1795 -0.3686  0.57
Br 2.5138 10.5978 2.2821  0.57
Br 3.4372 7.6226 1.5952  0.61
H 3.7643 9.7235 0.3400  -0.03
C -9.0838 -4.0504 -5.0502  -1.65
Br -10.5694 -5.2611 -5.2434  0.56
Br -8.4458 -3.9914 -3.2375  0.51
Br -7.6688 -4.4511 -6.2934  0.57
H -9.4478 -3.0614 -5.2905  -0.03
C 6.1234 -5.3224 -2.8857  -1.62
Br 7.9610 -5.3404 -2.3157  0.57
Br 4.9918 -4.3861 -1.6361  0.55
Br 5.9424 -4.6336 -4.6733  0.57
H 5.7881 -6.3490 -2.9055  -0.03

Its spin multiplicity is 1. The orbital gap is 7.6 eV. For the strongest force on any atom, the calculation gives 0.0288 hartree/bohr. The HOMO energy is -8.4 eV. The calculation puts the total energy at -2018586.5771 eV.

***

(4)
Below is one molecule with the formula C4H7NO2, with properties calculated with wB97M-V/def2-TZVPD.

Each line ends with the Löwdin charge.
Cartesian coordinates (Å):
C -1.5897 0.0465 -0.6644  0.03
C -0.4318 0.5979 0.1289  -0.65
N -0.5986 1.6056 1.1183  0.16
O -0.3228 0.1924 1.4457  -0.01
C 2.1160 -0.9533 0.4039  0.05
C 1.5196 -0.4287 -0.6570  -0.20
O 0.7396 0.7154 -0.5976  -0.01
H -2.4559 -0.1044 -0.0146  0.09
H -1.8522 0.7320 -1.4759  0.09
H -1.3122 -0.9192 -1.1000  0.09
H -1.5991 1.6798 1.3199  0.11
H 1.9873 -0.4904 1.3759  0.07
H 2.6970 -1.8662 0.3135  0.06
H 1.6159 -0.8323 -1.6632  0.11

Its spin multiplicity is 1. The orbital gap is 10.7 eV. For the strongest force on any atom, the calculation gives 0.0076 hartree/bohr. The energy above the lowest of the compared OMol25 structures with the same formula, charge and spin is 391.6 kJ/mol. Its structure (SMILES) is C=CO[C@]1(C)NO1. The HOMO energy is -9.7 eV. The calculation puts the total energy at -9843.2207 eV.

***

(5)
Below is C10H15IrN3O7S as an isolated structure at a distorted geometry, with properties calculated with wB97M-V/def2-TZVPD.

Each line ends with the Mulliken spin population.
Cartesian coordinates (Å):
Ir 0.1326 1.7507 -0.7407  0.99
O -3.5279 2.6436 -3.2301  0.01
C -2.5174 2.1903 -2.9447  0.01
O -1.4779 1.7287 -2.6447  0.02
C -2.1881 3.8966 -0.1923  0.00
O -3.0293 4.6005 -0.4995  0.00
O -1.3154 3.1805 0.1508  -0.01
N -1.2478 -2.0271 2.6453  0.00
C -1.2185 -0.5570 2.8803  0.00
C -0.3527 0.2122 1.8784  0.01
N -0.9568 0.4180 0.5346  0.01
H -1.8223 -2.5069 3.3385  0.00
H -0.2926 -2.4387 2.6348  0.00
H -1.5705 -2.2511 1.6880  0.00
H -0.8056 -0.3911 3.8734  0.00
H -2.2483 -0.1994 2.8707  0.00
H 0.5890 -0.3127 1.7386  0.00
H -0.1439 1.1889 2.3138  -0.01
H -1.8788 0.8339 0.6649  0.00
H -1.1105 -0.4992 0.0896  0.00
N 1.9797 2.2487 -1.7710  -0.02
C 1.9460 0.8520 -1.4617  -0.01
C 2.6745 0.2921 -0.3757  -0.04
C 2.4382 -1.0234 -0.0457  0.00
C 1.4970 -1.8002 -0.7666  -0.02
C 0.9109 -1.3115 -1.9144  0.04
C 1.1264 0.0265 -2.2697  0.03
S 0.7862 -3.2927 -0.0437  0.00
O 1.3490 -3.3572 1.3011  0.00
O 1.0154 -4.3913 -0.9129  0.00
O -0.6472 -2.8980 0.0425  0.00
H 2.7296 2.7897 -1.3527  0.00
H 1.8634 2.5061 -2.7464  0.00
H 3.3786 0.8995 0.1798  0.00
H 2.9619 -1.4901 0.7782  0.00
H 0.2700 -1.9474 -2.5114  0.00
H 0.7030 0.4365 -3.1791  0.00

Its spin multiplicity is 2. The orbital gap (spin up / spin down) is 6.8 / 6.5 eV. For the strongest force on any atom, the calculation gives 0.0415 hartree/bohr. The HOMO energy (spin up / spin down) is -15.2 / -15.2 eV. The expectation value of S² is 0.759. As for the total charge: +2. The calculation puts the total energy at -43073.7784 eV.

***

> Look up the strongest force on any atom of the third one.

0.0288 hartree/bohr

***

> What is the formula in the first record?

C8H10N2O2